# 1
{
  "formula": "C5H10O",
  "method": "ωB97M-V/def2-TZVPD",
  "symbols": ["O", "C", "C", "C", "C", "C", "H", "H", "H", "H", "H", "H", "H", "H", "H", "H"],
  "positions_angstrom": [[0.541, 0.738, 1.521], [0.002, -0.504, 1.045], [0.992, -0.998, 0.051], [0.627, 0.948, -0.790], [-0.788, 0.495, -1.040], [-1.270, -0.197, 0.266], [1.480, 0.696, 1.277], [-0.166, -1.090, 1.952], [1.883, -1.467, 0.527], [0.617, -1.743, -0.676], [1.378, 0.900, -1.549], [0.625, 1.974, -0.345], [-1.488, 1.296, -1.319], [-0.736, -0.214, -1.866], [-1.897, 0.460, 0.871], [-1.838, -1.109, 0.042]],
  "mol_weight_g_mol": 86.13,
  "gap_ev": 9.85,
  "max_force_ha_per_bohr": 0.02859,
  "lumo_energy_ev": 0.96,
  "de_lowest_kcal_mol": 82.79,
  "homo_energy_ha": -0.32693
}



# 2
{
  "formula": "C5H10O",
  "method": "ωB97M-V/def2-TZVPD",
  "symbols": ["O", "C", "C", "C", "C", "C", "H", "H", "H", "H", "H", "H", "H", "H", "H", "H"],
  "positions_angstrom": [[2.317, 0.762, 0.189], [1.913, -0.547, -0.117], [0.548, -0.529, -0.725], [-0.445, 0.049, 0.270], [-1.928, -0.205, 0.016], [-1.356, 1.130, -0.180], [1.549, 1.177, 0.608], [1.838, -1.163, 0.784], [2.642, -0.980, -0.805], [0.282, -1.549, -0.987], [0.634, 0.028, -1.664], [-0.482, -0.349, 1.268], [-2.085, -0.813, -0.842], [-2.646, -0.269, 0.837], [-1.192, 1.352, -1.222], [-1.729, 1.882, 0.485]],
  "mol_weight_g_mol": 86.13,
  "gap_ev": 10.86,
  "max_force_ha_per_bohr": 0.03804,
  "lumo_energy_ev": 1.16,
  "de_lowest_kcal_mol": 45.72,
  "smiles": "OCCC1CC1",
  "homo_energy_ha": -0.35653
}



# 3
{
  "formula": "C5H10O",
  "method": "ωB97M-V/def2-TZVPD",
  "symbols": ["O", "C", "C", "C", "C", "C", "H", "H", "H", "H", "H", "H", "H", "H", "H", "H"],
  "positions_angstrom": [[2.074, 1.135, 0.229], [2.053, -0.084, 0.217], [1.008, -0.965, -0.187], [-0.009, -0.265, -1.062], [-0.963, 0.745, -0.365], [-1.660, 0.189, 0.864], [3.027, -0.597, 0.323], [1.286, -1.956, -0.527], [1.146, -0.506, 1.714], [0.573, 0.300, -1.803], [-0.689, -0.962, -1.569], [-0.576, 1.762, -0.264], [-1.708, 0.937, -1.153], [-1.948, 1.028, 1.505], [-2.634, -0.282, 0.680], [-0.980, -0.480, 1.397]],
  "mol_weight_g_mol": 86.13,
  "gap_ev": 8.16,
  "max_force_ha_per_bohr": 0.05927,
  "lumo_energy_ev": -1.02,
  "de_lowest_kcal_mol": 107.18,
  "homo_energy_ha": -0.33741
}



# 4
{
  "formula": "C5H10O",
  "method": "ωB97M-V/def2-TZVPD",
  "symbols": ["C", "C", "C", "O", "C", "C", "H", "H", "H", "H", "H", "H", "H", "H", "H", "H"],
  "positions_angstrom": [[-1.570, 0.856, 0.006], [-0.639, -0.118, 0.695], [-0.353, -1.481, 0.066], [0.996, -1.446, 0.544], [0.901, 0.013, 0.693], [1.604, 0.587, -0.527], [-1.641, 1.803, 0.552], [-2.577, 0.422, -0.040], [-1.257, 1.074, -1.020], [-0.956, -0.275, 1.731], [-0.408, -1.452, -1.035], [-0.895, -2.355, 0.435], [1.357, 0.351, 1.631], [2.442, 1.247, -0.299], [0.955, 1.069, -1.263], [1.972, -0.352, -0.948]],
  "mol_weight_g_mol": 86.13,
  "gap_ev": 10.69,
  "max_force_ha_per_bohr": 0.01672,
  "lumo_energy_ev": 1.11,
  "de_lowest_kcal_mol": 33.08,
  "homo_energy_ha": -0.35201
}